(1)
Here is a structure of composition H6NaO3 in a non-equilibrium geometry from OMol25. Energies are from the ωB97M-V functional and the def2-TZVPD basis.

```
10
Properties=species:S:1:pos:R:3:forces:R:3:nbo_charge:R:1
Na 1.13179 0.63302 0.44065 6.09 7.88 7.46 0.968
O 0.34001 -0.88561 0.77306 -2.03 -6.91 2.88 -0.989
H 0.44790 -1.15997 -0.13761 -0.30 -0.92 0.96 0.467
H 0.23508 -1.70343 1.25926 -0.24 -0.24 0.63 0.508
O -0.82576 1.30456 0.65943 -0.76 0.94 -0.23 -0.942
H -0.81780 0.61167 -0.00093 -1.24 -0.01 1.06 0.430
H -1.74946 1.40706 0.88861 -0.26 0.31 0.25 0.513
O 0.66923 0.12777 -1.07503 -1.52 -1.42 -10.09 -0.947
H 0.81216 -0.68952 -1.55236 0.33 0.10 -1.44 0.501
H -0.24316 0.35443 -1.25507 -0.07 0.27 -1.48 0.491
```
Forces are in eV/Å.

The highest occupied orbital energy comes out at -16.55 eV. The value obtained for the total energy is -10647.115 eV. As for the total charge: +1. The calculation puts the energy above the lowest of the compared OMol25 structures with the same formula, charge and spin at 115.8 kcal per mole. The value obtained for the largest force on an atom is 12.45 eV/A.


(2)
Here is the molecule C3H4N2O in a non-equilibrium geometry from OMol25. Energies are from the ωB97M-V functional and the def2-TZVPD basis.

```
10
Properties=species:S:1:pos:R:3:forces:R:3:nbo_charge:R:1
O -1.95342 -0.32070 -0.01710 -1.16 2.30 -0.08 -0.657
C -0.60551 -0.19894 -0.19617 -5.25 -2.74 0.80 0.394
C 0.21461 -1.25730 -0.15833 -3.36 -4.13 1.75 -0.173
N 1.45312 -0.89399 0.03929 1.94 3.51 -1.08 -0.405
C 1.39056 0.46213 -0.06259 1.00 -2.22 1.05 0.051
N 0.02496 0.89649 -0.10487 4.81 7.99 1.36 -0.560
H -2.37477 0.60026 0.05046 0.90 -2.10 -0.26 0.476
H -0.28180 -2.21546 0.25292 1.31 1.13 -1.41 0.202
H 2.36530 0.93042 -0.15766 -0.85 1.08 0.13 0.217
H -0.23306 1.99711 0.35405 0.66 -4.82 -2.26 0.455
```
Forces are in eV/Å.

As for the SMILES: Oc1cnc[nH]1. The highest occupied orbital energy comes out at -7.92 eV. The value obtained for the total energy is -8200.828 eV. The calculation puts the energy above the lowest of the compared OMol25 structures with the same formula, charge and spin at 70.5 kcal per mole. The value obtained for the largest force on an atom is 9.42 eV/A.


(3)
Here is a cluster of 2 separate species, C3H5F2N in total in a non-equilibrium geometry from OMol25. Energies are from the ωB97M-V functional and the def2-TZVPD basis.

```
11
Properties=species:S:1:pos:R:3:forces:R:3:nbo_charge:R:1
C -1.82184 0.06545 1.64683 -0.93 0.09 -0.50 -0.535
C -1.84128 0.30802 0.35609 0.08 2.53 -2.07 0.248
C 0.60920 1.10507 -0.29971 -0.95 1.25 -1.87 0.401
N 1.34044 1.35491 0.73135 2.13 -0.14 1.18 -0.805
F -2.51172 1.48128 -0.14548 0.49 -2.08 1.16 -0.385
F 1.22324 0.37209 -1.28359 0.48 0.07 1.66 -0.371
H -2.48902 0.60380 2.29595 0.02 0.27 0.17 0.221
H -1.25050 -0.72863 2.05261 0.41 -0.68 0.16 0.215
H -1.20104 0.02030 -0.51183 -1.06 -0.57 1.32 0.212
H 2.26580 0.96507 0.93252 -0.05 -0.04 -0.50 0.380
H 1.08621 2.06012 1.43058 -0.61 -0.69 -0.71 0.421
```
Forces are in eV/Å.

The highest occupied orbital energy comes out at -8.80 eV. The value obtained for the total energy is -10113.736 eV. The calculation puts the energy above the lowest of the compared OMol25 structures with the same formula, charge and spin at 59.9 kcal per mole. The value obtained for the largest force on an atom is 3.27 eV/A.


(4)
Here is a structure of composition C4H9N3 in a non-equilibrium geometry from OMol25. Energies are from the ωB97M-V functional and the def2-TZVPD basis.

```
16
Properties=species:S:1:pos:R:3:forces:R:3:nbo_charge:R:1
C -0.69158 1.58905 0.99673 0.16 -0.27 -0.14 -0.631
C 0.29628 -0.59770 -0.28026 -0.25 0.66 0.57 0.198
N 1.58813 -1.21371 -0.21199 0.50 0.12 -0.05 -0.833
N -0.69308 -1.33922 0.47754 -0.08 -0.02 0.05 -0.841
C -0.06680 -0.10246 -1.65918 0.19 0.50 0.43 0.069
C 0.27066 0.99648 -0.00825 0.22 -1.35 0.19 -0.070
N -0.11906 1.15230 -1.41794 -0.14 0.19 -0.90 -0.373
H 1.55183 -2.19675 -0.45937 -0.03 0.05 -0.02 0.357
H 1.97681 -1.14860 0.72173 -0.12 -0.05 0.02 0.370
H -0.83830 -2.25525 0.06273 -0.06 0.06 0.08 0.356
H -1.58270 -0.85647 0.49850 -0.09 -0.05 -0.04 0.364
H -0.18996 -0.59108 -2.61340 -0.19 -0.08 -0.28 0.183
H 1.29000 1.34790 0.15439 0.03 0.12 -0.03 0.198
H -0.53514 1.13815 1.97470 0.01 0.03 0.11 0.222
H -1.72226 1.41460 0.69365 -0.11 0.01 0.00 0.206
H -0.53483 2.66276 1.07043 -0.04 0.07 0.01 0.226
```
Forces are in eV/Å.

The highest occupied orbital energy comes out at -9.31 eV. The value obtained for the total energy is -8762.924 eV. The calculation puts the energy above the lowest of the compared OMol25 structures with the same formula, charge and spin at 36.9 kcal per mole. The value obtained for the largest force on an atom is 1.39 eV/A.


(5)
Here is a structure of composition C28H44F5KN4O6STe from OMol25. Energies are from the ωB97M-V functional and the def2-TZVPD basis.

```
90
Properties=species:S:1:pos:R:3:forces:R:3:lowdin_charge:R:1
K 1.75609 -0.75933 2.17529 -0.54 0.55 0.09 0.765
C -1.43541 4.11494 -0.64558 0.01 -0.02 -0.03 -0.078
C -1.24889 3.56864 0.76738 -0.01 -0.03 -0.01 -0.380
C -2.06292 2.28799 0.97734 0.03 0.06 -0.02 -0.057
C 0.19372 3.28273 1.12546 0.00 0.02 -0.07 -0.213
C 1.08503 2.74919 0.20150 -0.05 -0.02 0.02 -0.024
C 2.35301 2.34479 0.58856 0.10 -0.06 0.10 -0.039
C 2.78089 2.47658 1.90849 0.09 -0.05 -0.13 -0.293
C 4.15214 2.00657 2.31451 0.03 -0.03 0.05 -0.051
C 1.89543 3.03174 2.82791 -0.07 -0.01 -0.02 -0.049
C 0.62345 3.42608 2.44028 0.02 -0.04 0.05 -0.044
H -2.47601 4.40904 -0.80346 0.00 0.00 0.01 0.071
H -1.19521 3.36310 -1.40090 0.01 0.03 0.01 0.057
H -0.79770 4.98215 -0.82832 -0.01 0.01 0.00 0.080
H -1.61357 4.32680 1.47003 -0.01 0.00 0.02 0.126
H -1.69690 1.48950 0.32569 0.00 0.03 0.02 0.069
H -3.12572 2.44907 0.77154 -0.01 0.01 0.00 0.081
H -1.94258 1.92265 1.99673 0.01 0.03 -0.06 0.051
H 0.78132 2.60039 -0.82785 0.02 0.02 0.03 0.097
H 3.01225 1.86746 -0.12751 0.00 0.02 -0.01 0.115
H 4.11023 1.30010 3.14683 -0.01 0.02 -0.01 0.083
H 4.77755 2.84564 2.63162 -0.01 0.01 -0.01 0.077
H 4.65083 1.48407 1.50080 -0.01 0.00 0.01 0.066
H 2.19497 3.12187 3.86728 0.00 0.02 -0.01 0.111
H -0.06861 3.81391 3.18197 0.01 0.00 0.00 0.110
N -2.16039 -1.27350 0.61114 -0.05 -0.07 -0.02 0.003
C -2.56763 -2.68375 0.56471 0.02 -0.16 0.07 -0.214
C -1.87583 -3.49396 1.68387 -0.12 0.43 0.13 -0.633
O -2.60712 -3.99745 2.57753 -0.13 -0.20 -0.09 -0.108
N -0.56907 -3.50037 1.55918 0.05 -0.01 -0.25 0.044
C 0.15410 -4.27392 2.55263 -0.04 0.02 0.15 -0.166
C 1.16052 -3.35569 3.20803 0.28 0.04 0.10 -0.565
O 0.91978 -2.64316 4.16865 -0.06 0.00 0.02 0.005
O 2.30906 -3.34264 2.53828 0.00 -0.21 0.05 -0.184
H -2.35790 -0.82592 -0.27788 -0.02 -0.01 0.01 0.049
H -1.14780 -1.25637 0.68680 0.02 0.01 0.02 0.025
H -2.31049 -3.16003 -0.39197 -0.03 0.01 -0.02 0.091
H -3.64701 -2.75329 0.71407 -0.01 -0.03 0.01 0.088
H 0.68763 -5.10460 2.07810 0.01 0.03 -0.03 0.109
H -0.50187 -4.66842 3.33612 0.00 0.05 -0.03 0.108
C -0.05049 1.52097 -7.70353 0.00 0.01 -0.03 -0.078
C -1.16890 1.06942 -6.77405 0.01 -0.01 0.01 -0.216
N -0.68213 0.28520 -5.64627 0.02 0.01 -0.05 -0.063
C -1.00459 -1.13331 -5.62208 -0.04 -0.02 0.02 -0.212
C -0.24889 -1.93827 -6.66955 0.01 -0.01 -0.01 -0.078
C -0.13157 0.97804 -4.60168 -0.02 -0.01 -0.08 -0.415
O -0.08906 2.20040 -4.61707 -0.01 0.03 0.04 0.058
C 0.40867 0.17905 -3.46342 0.06 -0.10 0.05 -0.147
C 1.44180 -0.74983 -3.61426 0.01 0.01 0.00 -0.019
C 1.87488 -1.45786 -2.51229 -0.12 0.12 0.16 -0.012
C 1.22855 -1.22641 -1.29486 0.25 -0.15 -0.15 -0.109
N 0.27618 -0.31917 -1.12905 -0.09 0.00 0.10 0.101
C -0.11463 0.37223 -2.19668 0.04 0.05 -0.03 -0.098
H -0.45405 2.11106 -8.52988 0.00 -0.01 0.01 0.069
H 0.48329 0.66455 -8.11904 0.00 0.01 0.00 0.063
H 0.65853 2.13967 -7.15518 -0.01 0.00 0.01 0.072
H -1.89094 0.45397 -7.31478 0.01 -0.03 0.00 0.112
H -1.69626 1.94248 -6.38688 0.01 0.01 0.01 0.116
H -2.08303 -1.24150 -5.78444 0.00 0.00 0.00 0.118
H -0.79830 -1.52162 -4.62830 0.01 0.00 -0.02 0.114
H -0.49112 -1.60096 -7.67992 0.01 0.00 0.01 0.062
H -0.51151 -2.99453 -6.59392 -0.01 0.00 0.00 0.074
H 0.82837 -1.84521 -6.52672 -0.01 0.00 0.00 0.069
H 1.90228 -0.89176 -4.58629 0.01 -0.01 0.01 0.111
H 2.70374 -2.15562 -2.51220 -0.01 0.02 -0.10 0.090
H 1.53294 -1.81136 -0.43713 -0.11 0.01 0.02 0.090
H -0.89025 1.11884 -2.04114 0.01 -0.03 -0.01 0.106
C -1.06253 0.80937 5.87798 0.01 0.03 -0.02 -0.137
C -1.30346 -0.62398 5.44072 -0.12 -0.13 0.01 -0.365
S -1.51359 -0.80050 3.64546 -0.09 -0.64 0.20 0.930
O -0.47358 0.10544 3.07486 -0.07 0.69 -0.11 -0.619
C -3.13459 -0.02106 3.45404 -0.02 -0.02 0.09 -0.402
C -4.20242 -1.03264 3.86397 0.02 0.04 -0.02 -0.137
H -0.57172 0.83660 6.85226 -0.02 0.00 0.01 0.067
H -1.99393 1.37404 5.95343 0.01 0.02 -0.02 0.060
H -0.41297 1.30347 5.15210 0.00 0.01 0.03 0.059
H -2.17890 -1.07581 5.91371 0.04 -0.01 -0.01 0.079
H -0.44616 -1.26880 5.63860 0.02 0.04 -0.03 0.071
H -3.17620 0.15284 2.37939 -0.01 -0.02 0.03 0.045
H -3.19297 0.92934 3.99136 0.03 -0.03 -0.01 0.080
H -3.97901 -2.00505 3.41351 -0.03 -0.01 0.03 0.058
H -5.18616 -0.70299 3.52393 0.00 0.00 -0.02 0.065
H -4.25595 -1.16088 4.94783 0.03 0.00 -0.01 0.058
F 5.84362 -1.06586 -0.44282 -0.10 0.07 -0.03 -0.475
Te 4.85823 -2.15369 0.75146 0.32 0.03 0.40 1.989
F 5.52014 -0.89828 2.08280 -0.01 0.02 -0.10 -0.514
F 6.67192 -2.98753 0.97127 -0.22 -0.13 -0.19 -0.598
F 3.47882 -0.69377 0.48963 0.36 -0.03 -0.43 -0.611
F 4.16730 -2.90546 -1.07168 0.13 0.06 0.04 -0.613
O 3.32120 -2.43585 3.04196 0.16 -0.35 0.00 -0.452
```
Forces are in eV/Å.

The highest occupied orbital energy comes out at -2.25 eV. The value obtained for the total energy is -96040.162 eV. As for the total charge: -2. The calculation puts the energy above the lowest of the compared OMol25 structures with the same formula, charge and spin at 47.8 kcal per mole. The value obtained for the largest force on an atom is 0.78 eV/A.


(6)
Here is a cluster of 5 separate species, C19H51N5O8 in total in a non-equilibrium geometry from OMol25. Energies are from the ωB97M-V functional and the def2-TZVPD basis.

```
83
Properties=species:S:1:pos:R:3:forces:R:3:lowdin_charge:R:1
C 9.53077 -14.00938 -7.71277 0.81 -1.06 0.27 -0.127
O 9.57493 -13.16102 -8.81320 -0.23 -0.31 -0.98 -0.216
C 9.46439 -11.80274 -8.47527 0.25 0.94 -0.22 -0.199
C 10.10839 -10.88072 -9.54104 -0.35 -0.04 -0.75 -0.160
N 9.40705 -10.64308 -10.80519 -0.71 -0.58 -0.33 -0.069
C 9.41305 -11.83221 -11.67498 -0.59 0.06 1.00 -0.198
C 8.75385 -11.55088 -12.97792 0.63 0.91 -0.98 -0.228
O 9.61659 -10.66133 -13.67662 0.17 0.47 -0.41 -0.215
C 9.08571 -10.17953 -14.92632 0.12 -1.15 1.55 -0.076
H 8.73410 -13.84620 -6.98696 0.05 0.62 0.09 0.095
H 10.53706 -14.01506 -7.29390 -0.06 0.24 0.87 0.091
H 9.40436 -15.05321 -8.00007 -0.22 0.04 -0.67 0.076
H 10.03023 -11.54031 -7.58136 0.33 -0.44 0.38 0.114
H 8.42161 -11.64101 -8.20227 -0.22 0.68 -0.51 0.124
H 11.06497 -11.27784 -9.88068 0.53 -0.53 0.84 0.113
H 10.32392 -9.90412 -9.10757 -0.22 -0.05 0.24 0.120
H 9.90563 -9.94105 -11.33309 0.18 0.30 0.10 0.113
H 8.81529 -12.61797 -11.21307 0.29 -0.03 0.26 0.089
H 10.43939 -12.17883 -11.79579 0.15 -0.36 -0.28 0.124
H 7.79080 -11.05760 -12.84632 -0.31 -0.19 0.18 0.119
H 8.65135 -12.44565 -13.59191 -0.23 -0.36 0.08 0.119
H 8.62491 -11.03858 -15.41397 0.17 -0.04 -0.60 0.077
H 9.96259 -9.80113 -15.45169 -0.54 0.28 -0.23 0.091
H 8.26644 -9.49294 -14.71303 0.24 0.55 -0.28 0.088
C 3.43760 -9.93007 -8.96773 -0.49 -1.14 -0.39 -0.044
O 2.94122 -10.71328 -10.13110 -0.06 1.06 1.04 -0.227
C 2.75158 -9.88199 -11.27744 0.53 0.93 -0.25 -0.220
C 3.02333 -10.60863 -12.59081 0.18 -0.53 1.55 -0.193
N 1.95530 -11.54709 -12.95157 1.30 0.89 -0.72 -0.057
C 0.85118 -10.83992 -13.59515 0.19 -2.03 0.95 -0.210
C -0.18361 -11.91076 -13.90924 -0.26 0.11 1.17 -0.173
O -0.67135 -12.54575 -12.64638 0.40 0.71 -1.59 -0.194
C -1.89146 -13.20388 -12.88028 -1.11 -0.06 0.64 -0.150
H 2.71930 -9.16071 -8.68447 0.17 0.39 -0.53 0.085
H 4.46994 -9.61636 -9.12248 -0.25 0.40 -0.37 0.079
H 3.48171 -10.55339 -8.07461 -0.13 -0.62 -0.38 0.084
H 3.44574 -9.04612 -11.19037 0.22 0.10 -0.12 0.120
H 1.76765 -9.42197 -11.36896 -0.47 -0.14 0.69 0.110
H 3.94567 -11.14405 -12.36563 0.18 -0.11 -0.69 0.101
H 3.19084 -9.85070 -13.35606 -0.05 -0.23 -0.19 0.123
H 1.69313 -12.06800 -12.12693 -0.48 0.08 0.00 0.090
H 1.21499 -10.40724 -14.52710 -0.05 0.05 -0.03 0.124
H 0.45692 -10.06129 -12.94216 -0.44 0.22 -0.16 0.112
H 0.25281 -12.72991 -14.48074 0.10 0.19 -0.25 0.117
H -0.94065 -11.38829 -14.49405 -0.76 -0.49 0.22 0.116
H -2.72292 -12.50483 -12.79021 -0.12 0.44 -0.82 0.083
H -2.21504 -13.89376 -12.10089 1.04 -0.23 0.53 0.079
H -1.94859 -13.80805 -13.78571 0.23 0.34 -0.39 0.086
C 1.99698 -15.10978 -12.41930 0.75 0.07 -0.52 -0.092
O 3.23838 -15.68472 -11.98030 0.48 0.51 0.06 -0.218
C 3.88051 -16.49492 -12.96595 -0.60 -2.19 1.49 -0.204
C 5.04129 -17.33506 -12.39474 1.19 1.47 0.08 -0.193
N 6.18064 -16.42856 -12.16828 1.03 -0.17 1.16 -0.093
C 7.55156 -17.04121 -12.21669 -1.01 0.39 -0.03 -0.149
C 8.68890 -16.17618 -11.62756 -1.00 0.45 -0.90 -0.254
O 9.90163 -16.75870 -11.86850 1.55 -2.24 -0.24 -0.195
C 11.00282 -16.01305 -11.41385 0.30 -0.83 0.67 -0.092
H 1.55213 -14.54823 -11.59780 0.13 -0.21 0.03 0.090
H 1.29782 -15.84797 -12.81217 -0.04 -0.37 0.29 0.085
H 2.19520 -14.42676 -13.24530 -0.02 0.29 -0.02 0.077
H 4.22138 -15.97340 -13.86034 -0.42 0.16 -0.13 0.130
H 3.16096 -17.30463 -13.08722 -0.42 0.13 -1.39 0.117
H 5.38002 -18.14107 -13.04568 -0.46 0.05 -0.88 0.110
H 4.76301 -17.89653 -11.50289 -0.20 0.52 0.44 0.119
H 6.10602 -15.59817 -12.73836 0.16 -0.19 -0.34 0.096
H 7.78490 -17.28558 -13.25299 0.33 -0.10 -0.15 0.116
H 7.47544 -17.98472 -11.67623 0.16 -0.01 0.13 0.119
H 8.57842 -16.03917 -10.55185 -0.43 0.53 0.09 0.120
H 8.83076 -15.27746 -12.22779 -1.32 1.09 0.50 0.120
H 10.76176 -15.49287 -10.48681 -0.15 0.65 -0.18 0.078
H 11.44160 -15.39054 -12.19363 -0.23 0.35 0.07 0.092
H 11.75569 -16.72906 -11.08426 0.18 -0.12 -0.33 0.087
N 4.41380 -12.98754 -10.74150 -3.51 -0.21 -1.11 0.211
C 5.61522 -12.79478 -10.32458 0.43 2.57 1.64 -0.764
N 6.41335 -13.76755 -10.52129 3.24 -3.63 -0.92 0.207
O 5.97874 -11.77819 -9.73828 0.26 1.48 0.63 0.006
H 4.15216 -13.84944 -11.19842 -0.36 0.17 0.10 0.092
H 3.78685 -12.23177 -10.50519 -0.58 -0.13 -0.12 0.073
H 7.38996 -13.62996 -10.30361 -0.21 -0.45 0.05 0.092
H 6.01884 -14.59683 -10.94173 0.91 -0.46 0.14 0.077
O 6.80878 -9.42218 -10.89064 -0.65 1.19 -0.56 -0.092
H 7.70507 -9.70504 -11.07200 0.53 -0.32 0.35 -0.033
H 6.37459 -10.20426 -10.54999 -0.13 -0.67 0.40 -0.038
```
Forces are in eV/Å.

As for the SMILES: COCCNCCOC.COCCNCCOC.COCCNCCOC.NC(N)=O.O. The highest occupied orbital energy comes out at -8.61 eV. The value obtained for the total energy is -44356.109 eV. The calculation puts the energy above the lowest of the compared OMol25 structures with the same formula, charge and spin at 21.6 kcal per mole. The value obtained for the largest force on an atom is 4.95 eV/A.